# 1
{
  "formula": "C19H18N2O5S2",
  "method": "ωB97M-V/def2-TZVPD",
  "de_lowest_kcal_mol": 50.5,
  "smiles": "COc1ccc(NC(=O)c2cc(S(=O)(=O)Nc3ccc(OC)cc3)cs2)cc1",
  "orbital_gap_ev": 8.104,
  "energy_ev": -54882.50564,
  "molar_mass_g_mol": 418.5,
  "e_lumo_ev": -0.05,
  "total_charge": 0,
  "max_force_ev_per_a": 0.98,
  "symbols": ["C", "O", "C", "N", "H", "C", "H", "H", "C", "C", "C", "H", "C", "H", "O", "C", "C", "C", "H", "C", "H", "S", "C", "H", "O", "H", "O", "C", "C", "C", "H", "H", "C", "H", "H", "O", "H", "H", "C", "C", "H", "H", "S", "C", "N", "H"],
  "xyz": [[3.5996, -3.5657, 1.2959], [-0.8479, 0.7914, -1.7415], [1.0452, 2.3816, -0.2785], [-2.0996, 0.5390, 0.1596], [3.5187, -4.3726, 2.0225], [-1.0293, 0.9754, -0.5541], [-6.9773, -1.7744, -3.3300], [1.7626, 3.2252, 2.8756], [-4.5396, -1.2403, -1.9936], [-0.0404, 1.7335, 0.2447], [1.8243, 3.0154, 0.7059], [-2.1158, 0.7610, 1.1464], [4.0365, -0.0713, 2.1937], [-2.6523, -0.3039, -2.3440], [-6.6700, -2.2345, -1.3291], [-3.4021, -0.5504, -1.6116], [1.3448, 2.8462, 1.9653], [-6.9213, -2.6342, -2.6548], [4.2542, 2.6408, -1.3159], [4.0020, 0.2049, -0.5533], [-4.6477, -1.5183, -3.0297], [3.3657, 3.8447, 0.3597], [3.8695, -1.0538, 0.0096], [4.3196, 2.0507, 2.2483], [3.7352, -2.3865, 2.0518], [3.7531, -1.9032, -0.6440], [3.1939, 4.8092, -0.6811], [4.1823, 1.1775, 1.6318], [-5.5174, -1.5635, -1.0595], [-3.2216, -0.1696, -0.2884], [4.0496, -0.2013, 3.2640], [-4.0713, -0.2052, 1.6834], [-5.3313, -1.1825, 0.2716], [-6.1589, -3.3318, -3.0160], [-6.0937, -1.4374, 0.9901], [3.9284, 4.2599, 1.6054], [4.4740, -3.7385, 0.6604], [3.9869, 0.3099, -1.6284], [4.1603, 1.3272, 0.2467], [3.8758, -1.2032, 1.3911], [2.6971, -3.5458, 0.6764], [1.2562, 2.4076, -1.3312], [-0.0864, 1.9116, 1.9744], [-4.2010, -0.4958, 0.6505], [4.2763, 2.6079, -0.3079], [-7.8868, -3.1371, -2.6323]],
  "forces_ev_per_a": [[-0.026, -0.165, -0.103], [-0.072, -0.013, -0.054], [-0.548, -0.299, -0.104], [0.068, 0.111, 0.406], [-0.001, 0.020, -0.097], [0.051, 0.003, -0.015], [0.018, -0.030, 0.018], [0.147, 0.069, 0.219], [-0.417, -0.211, 0.061], [0.605, 0.392, 0.330], [0.488, 0.398, 0.216], [-0.014, -0.011, -0.241], [-0.061, -0.226, -0.099], [0.016, 0.005, -0.013], [0.033, 0.072, 0.279], [0.236, 0.149, 0.098], [-0.301, -0.062, 0.076], [-0.031, -0.053, -0.182], [-0.051, 0.158, -0.114], [0.069, 0.388, 0.119], [-0.035, -0.037, -0.089], [-0.281, -0.142, -0.309], [-0.002, -0.300, 0.161], [0.066, 0.002, 0.151], [0.049, 0.291, 0.128], [-0.015, -0.098, -0.030], [-0.060, -0.163, -0.220], [0.116, -0.233, -0.083], [0.163, 0.100, 0.067], [-0.302, -0.251, -0.318], [0.007, -0.007, 0.143], [-0.006, 0.026, 0.132], [-0.090, -0.089, -0.199], [-0.017, 0.036, 0.005], [-0.086, -0.024, 0.099], [-0.031, -0.288, 0.133], [-0.033, 0.013, 0.007], [-0.041, 0.009, -0.135], [0.071, -0.792, 0.381], [0.003, 0.155, 0.007], [0.039, 0.006, 0.009], [-0.013, -0.070, -0.245], [0.387, 0.195, -0.411], [0.073, -0.003, -0.179], [-0.245, 0.946, 0.052], [0.075, 0.027, -0.057]]
}



# 2
{
  "formula": "C5H8O",
  "method": "ωB97M-V/def2-TZVPD",
  "de_lowest_kcal_mol": 33.9,
  "smiles": "C1C[C@@H]2C[C@@H]2O1",
  "orbital_gap_ev": 10.321,
  "energy_ev": -7360.78509,
  "molar_mass_g_mol": 84.1,
  "e_lumo_ev": 1.16,
  "total_charge": 0,
  "max_force_ev_per_a": 0.28,
  "symbols": ["C", "H", "H", "H", "H", "C", "C", "H", "C", "H", "H", "C", "H", "O"],
  "xyz": [[-0.6774, 0.0066, 1.0155], [-0.9638, -0.9877, 1.3810], [-0.5061, -1.0230, -2.3878], [-1.6799, 0.6796, -0.8982], [0.7583, 1.1795, -1.7720], [-0.1376, -0.8779, -1.3745], [0.5372, 0.4177, -1.0265], [0.2492, -1.7774, -0.8986], [-0.8270, 0.1428, -0.4948], [-1.3127, 0.7425, 1.5187], [0.9546, 1.2879, 1.7659], [0.8202, 0.3143, 1.2707], [1.3032, -0.4486, 1.8939], [1.4818, 0.3437, 0.0068]],
  "forces_ev_per_a": [[-0.002, 0.031, 0.004], [0.092, 0.185, -0.109], [0.014, 0.091, 0.211], [0.083, -0.124, 0.114], [-0.086, -0.211, 0.125], [0.004, -0.114, -0.072], [0.135, -0.057, -0.157], [-0.014, 0.208, -0.057], [-0.101, 0.178, 0.006], [0.086, -0.144, -0.046], [-0.079, -0.169, -0.094], [-0.126, -0.040, 0.242], [-0.088, 0.150, -0.163], [0.081, 0.015, -0.004]]
}



# 3
{
  "formula": "C6H13N",
  "method": "ωB97M-V/def2-TZVPD",
  "de_lowest_kcal_mol": 48.1,
  "smiles": "C=C(CCC)NC",
  "orbital_gap_ev": 8.907,
  "energy_ev": -7920.74762,
  "molar_mass_g_mol": 99.2,
  "e_lumo_ev": 0.93,
  "total_charge": 0,
  "max_force_ev_per_a": 3.29,
  "symbols": ["H", "C", "H", "H", "C", "H", "H", "H", "C", "H", "C", "H", "H", "N", "H", "C", "H", "H", "H", "C"],
  "xyz": [[1.2110, 1.8377, 1.0091], [0.9710, 0.7793, 0.8370], [0.2975, -0.4795, 2.4773], [1.1194, 1.0267, 2.9875], [0.3839, -0.1870, -2.4426], [0.6438, 0.7788, -2.0209], [-2.2304, -0.8313, 1.2115], [2.0077, -0.3957, 2.2883], [-1.7711, -1.2325, 0.3099], [1.1171, -0.9542, -2.2077], [1.1062, 0.2186, 2.2680], [-1.7347, -2.3165, 0.3840], [-1.1927, 1.1222, 0.9382], [-0.9615, -0.4845, -1.8367], [1.7201, 0.6210, 0.0585], [-0.4210, 0.8330, 0.2198], [-0.4566, 1.6150, -0.5460], [0.2453, -0.0278, -3.5037], [-1.1190, -1.4780, -2.0216], [-0.9358, -0.4451, -0.4098]],
  "forces_ev_per_a": [[-0.190, 0.184, -0.174], [-0.111, 2.364, 0.431], [-0.170, 0.092, 0.144], [0.091, -0.097, 0.206], [-1.353, 0.625, 0.449], [0.572, -0.046, -0.108], [0.692, 0.128, 0.258], [0.153, 0.243, 0.528], [0.907, -0.593, 1.366], [0.212, 0.063, -0.119], [0.197, -1.306, -1.428], [-0.721, -0.089, -1.307], [0.299, 0.003, 0.301], [2.682, -1.780, 0.683], [0.104, -1.226, 0.346], [-0.999, 0.003, -0.854], [0.157, 0.095, 0.082], [0.155, -0.265, -0.271], [-0.698, 0.231, -0.495], [-1.979, 1.371, -0.036]]
}



# 4
{
  "formula": "C7H7N2O",
  "method": "ωB97M-V/def2-TZVPD",
  "de_lowest_kcal_mol": 126.1,
  "smiles": "CO/[NH+]=C/C=C\\C#CC#N",
  "orbital_gap_ev": 7.962,
  "energy_ev": -12387.20554,
  "molar_mass_g_mol": 135.1,
  "e_lumo_ev": -5.96,
  "total_charge": 1,
  "max_force_ev_per_a": 4.13,
  "symbols": ["H", "H", "C", "C", "H", "C", "H", "C", "H", "C", "O", "H", "H", "C", "N", "C", "N"],
  "xyz": [[3.2082, -0.1238, 0.7223], [-2.5596, 1.5157, 1.1882], [-0.0079, -1.4603, 0.8308], [1.4250, -1.2125, 1.0663], [-0.4636, 0.4358, 0.8452], [1.4683, 1.0727, -3.1010], [-3.7759, 0.6175, 0.2641], [1.8396, 0.5603, -0.5845], [-2.2032, 1.0979, -0.4556], [1.6273, 0.8265, -1.7756], [-2.1891, -0.4415, 0.8155], [-0.3812, -2.4363, 0.9444], [1.9372, -1.9961, 1.6449], [2.1614, -0.2393, 0.5225], [-0.8425, -0.4644, 0.7983], [-2.7248, 0.7646, 0.4480], [1.4808, 1.4832, -4.1736]],
  "forces_ev_per_a": [[0.478, -0.365, 0.725], [-0.099, 0.532, 0.845], [-0.006, 1.707, 0.960], [-0.445, -0.800, -0.054], [0.878, 1.897, 0.020], [0.326, 0.901, -0.351], [-0.193, -0.130, -0.022], [-1.494, 0.560, -3.732], [-0.504, 0.118, -0.236], [0.536, -1.010, 3.966], [0.742, -3.906, 0.855], [-0.660, -1.168, -0.204], [-0.409, 0.536, -0.081], [0.444, 0.169, -0.354], [0.399, -0.943, -0.146], [0.285, 2.085, -1.622], [-0.278, -0.185, -0.569]]
}



# 5
{
  "formula": "C6H12O",
  "method": "ωB97M-V/def2-TZVPD",
  "de_lowest_kcal_mol": 16.5,
  "smiles": "CCC/C(C)=C\\O",
  "orbital_gap_ev": 9.262,
  "energy_ev": -8463.63828,
  "molar_mass_g_mol": 100.2,
  "e_lumo_ev": 0.88,
  "total_charge": 0,
  "max_force_ev_per_a": 0.41,
  "symbols": ["H", "C", "H", "H", "H", "C", "H", "H", "C", "H", "H", "H", "H", "H", "C", "C", "C", "H", "O"],
  "xyz": [[1.2218, 0.3541, -0.9128], [0.2606, -0.0495, -0.5648], [0.8603, 2.0143, 1.3157], [0.7827, 2.7307, -0.2967], [-2.2164, -0.5915, -0.8660], [0.1752, 2.2852, 0.5019], [-0.2032, -0.4950, -1.4597], [2.3520, -1.9359, -0.4818], [-1.9081, 1.0925, -0.0190], [-2.4793, 1.9174, 0.4001], [-0.4126, -1.5603, 0.8294], [0.8698, -2.7416, -1.0105], [1.0570, -0.7416, 1.3253], [-0.5050, 3.0582, 0.8741], [0.5407, -1.1656, 0.4538], [-0.5729, 1.0922, -0.0257], [1.3740, -2.2982, -0.1430], [1.5477, -3.0979, 0.5846], [-2.7444, 0.1323, -0.5048]],
  "forces_ev_per_a": [[-0.151, -0.060, 0.017], [-0.014, -0.009, -0.089], [-0.090, 0.013, -0.107], [-0.052, -0.037, 0.134], [-0.081, 0.056, 0.020], [0.042, 0.087, 0.046], [0.017, 0.051, 0.117], [-0.144, -0.031, 0.054], [0.264, 0.279, 0.129], [0.117, -0.087, -0.105], [0.118, 0.056, -0.050], [0.065, 0.065, 0.124], [-0.089, -0.036, -0.134], [0.098, -0.135, -0.030], [-0.045, 0.015, 0.069], [-0.195, -0.023, -0.012], [0.024, -0.037, -0.028], [-0.025, 0.128, -0.095], [0.142, -0.293, -0.059]]
}



# 6
{
  "formula": "CH5N",
  "method": "ωB97M-V/def2-TZVPD",
  "de_lowest_kcal_mol": 7.7,
  "smiles": "CN",
  "orbital_gap_ev": 10.600,
  "energy_ev": -2607.56982,
  "molar_mass_g_mol": 31.1,
  "e_lumo_ev": 1.23,
  "total_charge": 0,
  "max_force_ev_per_a": 3.12,
  "symbols": ["H", "C", "N", "H", "H", "H", "H"],
  "xyz": [[-1.3568, -0.8450, 0.3050], [0.5499, 0.0087, -0.1041], [-0.9058, 0.0014, -0.2301], [1.0630, -0.0478, 0.9454], [0.9342, 0.8801, -0.5240], [0.9779, -0.8670, -0.6376], [-1.2624, 0.8697, 0.2454]],
  "forces_ev_per_a": [[1.272, 2.240, -1.301], [0.807, -2.394, 1.827], [-1.293, -0.661, 2.267], [-1.306, 0.079, -1.292], [0.579, 1.491, -0.984], [-0.308, 0.585, 0.108], [0.248, -1.341, -0.626]]
}